## one
Entry from the OMol25 dataset: a cluster of 2 separate species, C3H9N4 in total (ωB97M-V/def2-TZVPD).

Structure (XYZ):
```
16
Properties=species:S:1:pos:R:3:mulliken_charge:R:1
C 0.903 -2.477 0.825 0.172
C -0.322 -3.179 0.873 -0.698
C 1.148 -0.791 -0.839 -0.005
N 1.401 -1.875 -0.201 -0.189
N 0.472 0.266 -0.364 -0.176
N -1.442 3.355 0.385 -0.841
N 0.200 1.257 -1.062 -0.018
H 1.746 -2.811 1.576 0.285
H -0.344 -4.002 1.542 0.314
H -0.912 -3.149 0.025 0.338
H 1.657 -0.695 -1.779 0.413
H -1.173 3.470 1.360 0.257
H -1.201 4.207 -0.127 0.267
H -0.159 2.001 -0.530 0.355
H -2.459 3.151 0.363 0.258
H 0.485 1.272 -2.048 0.267
```

Properties
LUMO (spin up / spin down): -5.961 / -6.568 eV
HOMO-LUMO gap (spin up / spin down): 7.9 / 6.3 eV
Total charge: +1
HOMO level (spin up / spin down): -13.8 / -12.9 eV
Molar mass: 101.1 g mol⁻¹

***

## two
Entry from the OMol25 dataset: the ion C3H9N4 with charge +1 (ωB97M-V/def2-TZVPD).

Structure (XYZ):
```
16
Properties=species:S:1:pos:R:3:mulliken_charge:R:1
C 0.239 -0.037 0.492 -0.109
C -1.025 -0.620 -0.665 -0.335
C -0.066 -1.078 1.588 -1.091
N -2.727 1.032 -0.645 -0.729
N -1.884 0.212 -0.793 0.639
N 1.489 -0.251 0.079 -0.635
N 1.964 0.798 -0.838 -0.126
H -0.024 0.943 0.622 0.617
H -0.825 -1.710 -0.788 0.475
H -0.961 -1.724 1.424 0.353
H -0.223 -0.513 2.487 0.306
H 0.880 -1.675 1.582 0.348
H -2.890 1.749 -1.331 0.302
H 2.813 0.511 -1.202 0.298
H 1.972 1.730 -0.471 0.336
H 1.269 0.634 -1.541 0.350
```

Properties
LUMO (spin up / spin down): -4.490 / -4.491 eV
HOMO-LUMO gap (spin up / spin down): 8.2 / 8.2 eV
Total charge: +1
HOMO level (spin up / spin down): -12.7 / -12.7 eV
Molar mass: 101.1 g mol⁻¹

***

## three
Entry from the OMol25 dataset: the ion C3H9N4 with charge +1 (ωB97M-V/def2-TZVPD).

Structure (XYZ):
```
16
Properties=species:S:1:pos:R:3:mulliken_charge:R:1
N 2.424 -0.489 -0.281 -0.395
C 1.188 -0.053 0.044 0.319
C 0.664 1.173 -0.087 -0.472
C -0.822 1.224 0.217 -0.461
N -1.134 -0.288 0.350 0.350
N -1.820 -0.725 -0.799 -0.667
N 0.013 -1.031 0.622 -0.454
H 3.092 0.179 -0.520 0.223
H 2.663 -1.450 -0.032 0.232
H 1.208 2.054 -0.022 0.424
H -1.035 1.815 1.111 0.295
H -1.558 1.577 -0.564 0.338
H -1.792 -0.307 1.273 0.450
H -1.372 -0.379 -1.672 0.287
H -1.706 -1.668 -1.068 0.293
H -0.013 -1.633 1.427 0.236
```

Properties
LUMO: -3.380 eV
SMILES: NC1=CC[N@@H+](N)N1
HOMO-LUMO gap: 9.2 eV
Total charge: +1
HOMO level: -12.6 eV
Molar mass: 101.1 g mol⁻¹

***

three wins, 20.3 kJ/mol ahead of the next structure.

***

## one
Entry from the OMol25 dataset: the ion C3H9N4 with charge +1 (ωB97M-V/def2-TZVPD).

Structure (XYZ):
```
16
Properties=species:S:1:pos:R:3:mulliken_charge:R:1
C -0.092 0.293 -0.887 0.271
C 0.655 -0.204 0.417 0.594
C 0.280 -1.733 0.647 -1.319
N -0.635 1.436 -0.715 -0.446
N 0.594 0.701 1.461 -0.496
N -0.041 -0.357 -2.022 -0.356
N -0.638 2.071 0.407 -0.185
H 1.775 -0.201 0.004 0.278
H -0.860 -1.934 0.801 0.316
H 0.896 -1.989 1.629 0.333
H 0.619 -2.275 -0.176 0.515
H -0.266 0.544 1.959 0.315
H 0.103 -1.411 -1.883 0.227
H -0.597 -0.047 -2.779 0.306
H -0.183 2.996 0.287 0.302
H -1.609 2.110 0.851 0.344
```

Properties
LUMO (spin up / spin down): -5.736 / -5.828 eV
HOMO-LUMO gap (spin up / spin down): 9.0 / 8.9 eV
Total charge: +1
HOMO level (spin up / spin down): -14.8 / -14.7 eV
Molar mass: 101.1 g mol⁻¹

***

## two
Entry from the OMol25 dataset: the ion C3H9N4 with charge +1 (ωB97M-V/def2-TZVPD).

Structure (XYZ):
```
16
Properties=species:S:1:pos:R:3:mulliken_charge:R:1
N 0.720 -1.004 1.922 -0.715
N 0.134 -0.222 0.977 0.437
C 0.414 1.056 0.837 -0.080
N 0.152 1.581 -0.488 -0.187
N -0.245 0.894 -1.861 -0.337
C -0.201 -0.546 -1.526 -0.516
C -0.665 -0.920 -0.049 -0.662
H 0.017 -1.250 2.598 0.262
H 1.612 -0.732 2.262 0.246
H 1.005 1.522 1.565 0.471
H 0.096 2.551 -0.681 0.243
H -1.127 1.330 -1.966 0.295
H 0.905 -0.699 -1.692 0.285
H -0.662 -0.957 -2.359 0.462
H -1.633 -0.687 0.214 0.394
H -0.524 -1.917 0.247 0.402
```

Properties
LUMO: -3.958 eV
SMILES: N[N+]1=CNNCC1
HOMO-LUMO gap: 9.8 eV
Total charge: +1
HOMO level: -13.8 eV
Molar mass: 101.1 g mol⁻¹

***

## three
Entry from the OMol25 dataset: the ion C3H9N4 with charge +1 (ωB97M-V/def2-TZVPD).

Structure (XYZ):
```
16
Properties=species:S:1:pos:R:3:mulliken_charge:R:1
C -0.957 1.869 0.026 -1.014
C 0.018 1.015 -0.854 0.075
N -0.810 -0.249 -1.148 0.117
N -0.500 -1.247 -0.487 -0.351
N 0.527 -1.087 0.183 0.385
C 0.789 -1.948 1.339 -0.631
N 1.138 0.459 -0.089 -0.345
H -1.708 2.397 -0.648 0.356
H -0.334 2.608 0.550 0.321
H -1.471 1.232 0.828 0.276
H 0.333 1.405 -1.845 0.355
H -1.577 -0.321 -1.764 0.219
H 0.606 -2.994 0.908 0.302
H 0.064 -1.584 2.155 0.295
H 1.875 -1.907 1.476 0.304
H 2.008 0.350 -0.629 0.337
```

Properties
LUMO: -4.077 eV
SMILES: C[C@@H]1NN=[N+](C)N1
HOMO-LUMO gap: 10.6 eV
Total charge: +1
HOMO level: -14.7 eV
Molar mass: 101.1 g mol⁻¹

***

two wins, 6.6 kJ/mol ahead of the next structure.